ORCA calculation (wB97M-V/def2-TZVPD) on C11H17BN6O3STi as an isolated structure in a non-equilibrium geometry.

The geometry in XYZ format:
```
40
Properties=species:S:1:pos:R:3
H 1.429 4.001 0.395
N 1.060 2.133 -0.575
B 0.188 0.515 -2.493
N 0.632 1.879 -1.900
C 0.830 2.988 -2.647
Ti 1.939 0.899 1.027
H 0.743 3.007 -3.725
C 1.205 4.026 -1.812
H 1.445 5.031 -2.108
C 1.242 3.481 -0.526
H 0.318 0.529 -3.694
C -2.122 -2.988 2.623
H -1.553 -3.314 3.517
H -1.414 -2.486 1.934
H -2.533 -3.887 2.119
N -1.405 0.093 -2.346
N 1.151 -0.513 -1.844
N -1.821 0.023 -1.033
N 1.634 -0.576 -0.522
C -2.473 -0.250 -3.134
C 1.808 -1.423 -2.596
H -2.433 -0.258 -4.217
H 1.767 -1.434 -3.674
C -3.555 -0.558 -2.279
C 2.558 -2.231 -1.760
C -3.056 -0.378 -0.961
C 2.321 -1.757 -0.466
H -4.554 -0.858 -2.493
H 3.210 -3.022 -2.067
H -3.488 -0.499 0.034
H 2.663 -2.191 0.453
H -2.884 -2.337 2.892
C 0.115 0.575 4.992
S 1.205 -0.039 3.656
O 2.489 0.664 3.535
O 1.122 -1.489 3.668
O 0.577 0.566 2.243
H 0.510 0.395 6.006
H -0.835 0.032 4.914
H -0.035 1.650 4.866
```

Values from the calculation:
- Energy above the lowest of the compared OMol25 structures with the same formula, charge and spin: 41.2 kcal/mol
- Total charge: 0
- HOMO level (alpha / beta): -0.271 / -0.299 hartree
- Orbital gap (alpha / beta): 7.39 / 7.77 eV
- Multiplicity: 3

ORCA calculation (wB97M-V/def2-TZVPD) on an isolated ion of composition C11H17F2SSi and charge +1 in a non-equilibrium geometry.

The geometry in XYZ format:
```
32
Properties=species:S:1:pos:R:3
C -0.997 1.487 -0.167
Si 0.002 -0.127 -0.422
C -0.052 -0.472 -2.284
C -0.783 -1.555 0.576
C -2.194 -1.306 1.176
C -3.343 -1.275 0.151
F -3.015 -1.646 -1.084
F -4.297 -2.138 0.558
S -4.283 0.368 0.085
C 1.763 0.269 0.112
C 2.225 0.163 1.418
C 3.534 0.524 1.692
C 4.361 0.977 0.698
C 3.924 1.083 -0.614
C 2.619 0.721 -0.886
H -0.310 2.340 -0.210
H -1.408 1.464 0.857
H -1.788 1.617 -0.918
H -0.991 -0.956 -2.590
H 0.767 -1.116 -2.624
H -0.012 0.492 -2.813
H -0.828 -2.492 0.005
H -0.128 -1.770 1.434
H -2.243 -0.420 1.824
H -2.412 -2.150 1.845
H -4.172 0.855 -1.180
H -3.600 1.255 0.855
H 1.566 -0.197 2.207
H 3.881 0.467 2.723
H 5.385 1.289 0.901
H 4.566 1.443 -1.413
H 2.264 0.807 -1.913
```

Values from the calculation:
- Total charge: +1
- HOMO level: -0.437 hartree
- Orbital gap: 7.61 eV

ORCA calculation (wB97M-V/def2-TZVPD) on C11H17FO6 in the gas phase in a non-equilibrium geometry.

The geometry in XYZ format:
```
35
Properties=species:S:1:pos:R:3
C 3.046 0.324 1.173
C 3.226 1.002 -0.291
O 3.005 2.449 -0.165
C 2.187 0.350 -1.357
O 0.938 0.034 -0.699
C 0.370 -1.201 -1.172
O 1.246 -2.279 -0.674
C 0.832 -2.706 0.652
O 1.324 -3.641 1.323
C -0.432 -1.740 1.025
F -1.295 -2.374 1.986
C -1.020 -1.637 -0.448
C -2.359 -0.851 -0.784
C -3.108 -0.129 0.427
C -3.263 1.474 0.152
C -1.885 2.198 0.562
O -1.250 1.984 1.624
O -1.350 3.121 -0.420
H 3.952 0.522 1.846
H 2.928 -0.809 1.047
H 2.092 0.753 1.662
H 4.327 0.831 -0.597
H 3.136 2.718 0.774
H 2.726 -0.541 -1.826
H 2.074 1.142 -2.186
H 0.218 -1.115 -2.300
H -0.077 -0.743 1.485
H -1.149 -2.739 -0.767
H -2.220 -0.059 -1.621
H -3.101 -1.616 -1.238
H -2.625 -0.217 1.454
H -4.187 -0.533 0.527
H -3.426 1.602 -0.970
H -4.175 1.859 0.719
H -0.708 2.568 -0.925
```

Values from the calculation:
- Energy above the lowest of the compared OMol25 structures with the same formula, charge and spin: 6.7 kcal/mol
- Total charge: 0
- HOMO level: -0.385 hartree
- Structure (SMILES): C[C@H](O)CO[C@H]1OC(=O)[C@H](F)[C@H]1CCCC(=O)O
- Orbital gap: 10.95 eV